# 1
128
Properties=species:S:1:pos:R:3 method="wB97M-V/def2-TZVPD" spin_multiplicity=3 max_force_ev_per_a=1.82 e_tot_ha=-4599.52807 gap_ev="6.79 / 7.17"
Mo 0.89 0.18 0.34
C -3.22 -5.21 1.54
C -2.46 -4.51 0.43
C -2.58 -5.19 -0.91
O -1.09 -4.41 0.80
C -0.62 -3.10 0.56
C -1.87 -2.23 0.54
O -2.93 -3.16 0.33
C -1.94 -1.17 -0.57
O -0.85 -0.27 -0.49
C -1.94 -1.86 -1.94
C -0.76 -2.08 -2.62
C -0.75 -2.74 -3.85
C -1.95 -3.17 -4.42
C -3.14 -2.93 -3.74
C -3.14 -2.29 -2.52
C -3.22 -0.32 -0.42
C -3.42 0.72 -1.32
C -4.51 1.57 -1.21
C -5.43 1.39 -0.18
C -5.25 0.34 0.71
C -4.16 -0.51 0.59
C 0.38 -2.70 1.66
O 0.76 -1.38 1.33
C -0.23 -2.74 3.05
C -0.32 -1.60 3.82
C -0.88 -1.64 5.10
C -1.35 -2.83 5.62
C -1.23 -3.99 4.86
C -0.67 -3.95 3.59
C 1.68 -3.52 1.59
C 2.21 -3.91 0.36
C 3.46 -4.50 0.28
C 4.21 -4.71 1.43
C 3.70 -4.32 2.66
C 2.44 -3.73 2.73
H -2.85 -6.23 1.66
H -4.28 -5.25 1.29
H -3.09 -4.67 2.47
H -2.22 -6.22 -0.84
H -1.99 -4.66 -1.66
H -3.62 -5.20 -1.24
H -0.11 -3.05 -0.40
H -2.00 -1.75 1.51
H 0.18 -1.76 -2.19
H 0.19 -2.91 -4.36
H -1.95 -3.67 -5.38
H -4.08 -3.26 -4.18
H -4.07 -2.12 -2.00
H -2.71 0.86 -2.13
H -4.63 2.38 -1.91
H -6.28 2.05 -0.08
H -5.97 0.18 1.51
H -4.06 -1.34 1.28
H 0.07 -0.67 3.44
H -0.94 -0.73 5.69
H -1.78 -2.87 6.61
H -1.57 -4.94 5.27
H -0.57 -4.86 3.02
H 1.67 -3.74 -0.56
H 3.85 -4.78 -0.69
H 5.19 -5.16 1.36
H 4.28 -4.47 3.56
H 2.06 -3.41 3.70
Cl 4.24 3.69 1.64
C 2.67 3.44 2.31
C 2.26 4.20 3.43
C 1.03 4.06 3.97
Cl 0.55 5.06 5.32
C 0.12 3.11 3.45
C -1.20 2.88 3.90
C -1.97 1.93 3.29
C -1.42 1.17 2.24
N -0.20 1.35 1.81
C 0.56 2.34 2.37
C 1.82 2.53 1.73
O 2.06 1.84 0.64
H 2.95 4.93 3.84
H -1.59 3.46 4.73
H -2.98 1.74 3.61
H -2.00 0.40 1.74
C 7.22 -1.28 0.12
C 5.78 -0.99 0.45
C 5.38 -0.70 1.75
C 4.05 -0.42 1.95
N 3.19 -0.43 0.94
C 3.64 -0.71 -0.28
S 2.39 -0.67 -1.50
N 4.92 -0.99 -0.57
H 7.71 -1.80 0.94
H 7.75 -0.35 -0.06
H 7.28 -1.88 -0.78
H 6.09 -0.70 2.57
H 3.65 -0.20 2.94
C 0.28 1.85 -6.61
C 0.00 0.77 -5.78
C -0.01 0.94 -4.40
C 0.25 2.18 -3.84
C 0.53 3.27 -4.67
C 0.54 3.10 -6.05
Sb 0.23 2.39 -1.72
C 1.71 3.92 -1.65
C 1.45 5.20 -1.17
C 2.46 6.16 -1.14
C 3.73 5.85 -1.60
C 4.00 4.57 -2.07
C 3.00 3.61 -2.09
C -1.43 3.70 -1.48
C -1.82 4.04 -0.19
C -2.87 4.92 0.03
C -3.56 5.46 -1.05
C -3.19 5.12 -2.34
C -2.13 4.24 -2.56
H 0.29 1.72 -7.68
H -0.20 -0.20 -6.21
H -0.24 0.09 -3.77
H 0.75 4.24 -4.25
H 0.76 3.94 -6.69
H 0.46 5.47 -0.83
H 2.25 7.16 -0.77
H 4.51 6.60 -1.58
H 4.99 4.31 -2.41
H 3.23 2.61 -2.44
H -1.29 3.64 0.67
H -3.16 5.18 1.04
H -4.39 6.14 -0.89
H -3.72 5.53 -3.19
H -1.85 3.98 -3.57


# 2
150
Properties=species:S:1:pos:R:3 method="wB97M-V/def2-TZVPD" spin_multiplicity=5 max_force_ev_per_a=3.07 e_tot_ha=-9628.13487 gap_ev="5.47 / 5.50"
Fe -0.23 0.46 -0.62
C -3.70 -6.29 -5.32
C -3.38 -5.28 -4.26
C -2.11 -4.72 -4.13
C -1.86 -3.75 -3.18
C -2.87 -3.33 -2.34
C -4.13 -3.90 -2.41
C -4.37 -4.87 -3.36
S -2.58 -2.02 -1.15
O -3.90 -1.58 -0.77
O -1.76 -2.59 -0.12
N -1.75 -0.79 -1.82
C -2.57 -0.03 -2.65
C -3.66 -0.50 -3.37
C -4.37 0.33 -4.24
C -4.00 1.62 -4.46
C -2.90 2.15 -3.76
C -2.38 3.43 -4.01
C -1.26 3.84 -3.34
C -0.74 3.01 -2.34
N -1.21 1.82 -2.03
C -2.23 1.34 -2.79
H -2.93 -6.30 -6.10
H -4.66 -6.05 -5.78
H -3.77 -7.29 -4.89
H -1.31 -5.03 -4.80
H -0.89 -3.29 -3.10
H -4.90 -3.57 -1.73
H -5.36 -5.32 -3.44
H -3.96 -1.53 -3.29
H -5.22 -0.08 -4.77
H -4.51 2.24 -5.18
H -2.84 4.05 -4.77
H -0.78 4.78 -3.55
H 0.14 3.34 -1.79
S 7.14 1.58 0.00
N 6.07 1.00 1.07
C 4.88 1.02 0.50
C 3.66 0.57 1.10
C 3.59 -0.04 2.34
C 2.37 -0.50 2.79
C 1.24 -0.28 2.02
N 1.27 0.32 0.83
C 2.48 0.69 0.33
C 2.52 1.10 -1.04
N 1.37 0.96 -1.77
C 1.43 1.22 -3.07
C 2.57 1.66 -3.73
C 3.73 1.83 -3.00
C 3.72 1.53 -1.65
C 4.91 1.53 -0.83
N 6.12 1.88 -1.23
H 4.50 -0.17 2.91
H 2.29 -1.01 3.73
H 0.26 -0.58 2.37
H 0.52 1.08 -3.64
H 2.54 1.84 -4.79
H 4.65 2.16 -3.47
C 5.79 -2.44 -0.36
C 4.90 -2.91 0.60
C 3.54 -2.76 0.41
C 3.02 -2.15 -0.73
C 3.93 -1.66 -1.67
C 5.30 -1.81 -1.49
As 1.06 -2.05 -1.08
C 0.77 -3.85 -0.35
C 0.60 -3.93 1.03
C 0.41 -5.14 1.66
C 0.38 -6.31 0.91
C 0.53 -6.25 -0.46
C 0.72 -5.03 -1.09
C 1.33 -2.43 -3.01
C 2.30 -3.33 -3.47
C 2.54 -3.47 -4.83
C 1.83 -2.72 -5.75
C 0.84 -1.86 -5.31
C 0.60 -1.72 -3.95
H 6.86 -2.55 -0.23
H 5.28 -3.40 1.49
H 2.86 -3.15 1.17
H 3.56 -1.16 -2.56
H 5.97 -1.43 -2.25
H 0.57 -3.01 1.61
H 0.27 -5.17 2.74
H 0.24 -7.27 1.40
H 0.49 -7.16 -1.05
H 0.83 -5.01 -2.17
H 2.88 -3.91 -2.76
H 3.31 -4.16 -5.16
H 2.04 -2.80 -6.81
H 0.26 -1.29 -6.02
H -0.20 -1.08 -3.61
C -0.10 7.01 1.38
Si -0.22 5.51 0.21
C 1.30 5.75 -0.92
C -1.84 5.80 -0.76
Sb -0.35 2.91 0.97
Si -2.64 3.41 2.22
C -3.00 5.21 2.75
C -2.58 2.41 3.83
C -4.12 2.97 1.12
Si 1.07 3.34 3.15
C 1.00 1.97 4.47
C 0.66 4.95 4.10
C 2.86 3.61 2.57
H -0.43 7.92 0.87
H 0.93 7.17 1.71
H -0.73 6.90 2.27
H 1.16 6.59 -1.60
H 1.54 4.87 -1.53
H 2.18 5.97 -0.32
H -1.65 6.27 -1.73
H -2.50 6.47 -0.22
H -2.38 4.87 -0.94
H -2.21 5.63 3.38
H -3.92 5.22 3.34
H -3.14 5.87 1.90
H -2.07 2.97 4.62
H -2.05 1.48 3.68
H -3.58 2.17 4.18
H -4.11 3.55 0.20
H -5.06 3.17 1.64
H -4.11 1.91 0.84
H 0.76 2.39 5.45
H 1.95 1.45 4.56
H 0.24 1.22 4.25
H -0.40 5.03 4.34
H 0.94 5.83 3.52
H 1.22 4.97 5.03
H 3.12 2.96 1.74
H 3.58 3.43 3.37
H 3.00 4.64 2.24
S -4.28 -3.50 4.62
C -3.34 -2.39 3.82
S -3.79 -1.76 2.26
C -2.28 -0.84 2.20
N -1.57 -1.02 3.26
N -2.13 -1.88 4.17
C -1.39 -2.07 5.37
C -0.02 -1.85 5.32
C 0.75 -1.94 6.47
C 0.15 -2.27 7.68
C -1.22 -2.50 7.73
C -1.99 -2.40 6.58
S -1.91 0.37 1.02
H 0.43 -1.61 4.38
H 1.81 -1.77 6.42
H 0.74 -2.34 8.58
H -1.69 -2.77 8.66
H -3.05 -2.58 6.63


# 3
137
Properties=species:S:1:pos:R:3 method="wB97M-V/def2-TZVPD" relative_energy_kj_mol=1095.8 max_force_ev_per_a=8.86 smiles="C=CCc1c(N)c(N(C)C(C)=O)c(C[C@H](C)I)c2nsnc12.c1ccccc1.c1ccccc1.c1ccccc1.c1ccccc1.c1ccccc1.c1ccccc1.c1ccccc1.c1ccccc1" e_tot_ha=-3430.32161 gap_ev=6.08
C 1.23 1.86 3.66
C 1.48 1.03 2.42
C 0.75 1.43 0.97
C -0.46 2.54 1.19
C -2.02 2.19 1.57
N -2.41 0.73 1.71
C -3.21 3.32 1.83
N -4.64 3.00 2.22
C -5.35 2.13 1.21
C -4.76 2.49 3.64
C -6.23 2.73 4.40
O -3.77 1.82 4.29
C -2.82 4.94 1.70
C -3.91 6.14 1.98
C -4.57 6.80 0.63
C -5.26 5.73 -0.40
I -3.21 8.06 -0.55
C -1.22 5.23 1.32
N -0.51 6.56 1.16
S 1.19 6.30 0.73
N 1.36 4.55 0.70
C -0.05 4.12 1.05
H 2.02 2.65 4.04
H 0.24 1.76 4.30
H 2.20 0.10 2.54
H 1.58 1.81 0.20
H 0.28 0.41 0.57
H -3.14 0.43 1.02
H -1.58 0.09 1.72
H -5.40 1.00 1.52
H -6.41 2.60 1.00
H -4.74 2.23 0.19
H -7.00 1.96 3.93
H -6.55 3.83 4.13
H -6.02 2.55 5.54
H -3.43 6.93 2.71
H -4.81 5.64 2.58
H -5.44 7.52 1.01
H -5.01 4.61 -0.15
H -4.93 6.05 -1.51
H -6.44 5.91 -0.38
C 1.86 -5.18 1.84
C 2.09 -5.01 0.48
C 1.72 -3.81 -0.14
C 1.14 -2.79 0.60
C 0.92 -2.96 1.97
C 1.28 -4.15 2.59
H 2.14 -6.11 2.33
H 2.54 -5.80 -0.10
H 1.89 -3.68 -1.21
H 0.87 -1.85 0.12
H 0.47 -2.16 2.55
H 1.10 -4.29 3.65
C -9.49 5.25 2.74
C -10.50 5.92 3.43
C -10.30 7.24 3.83
C -9.11 7.89 3.54
C -8.10 7.22 2.84
C -8.29 5.90 2.45
H -9.64 4.22 2.42
H -11.43 5.41 3.65
H -11.09 7.76 4.38
H -8.96 8.92 3.85
H -7.17 7.73 2.61
H -7.50 5.37 1.91
C -6.01 3.93 -5.30
C -5.23 4.78 -4.52
C -5.45 6.16 -4.56
C -6.45 6.68 -5.37
C -7.24 5.83 -6.15
C -7.01 4.45 -6.12
H -5.84 2.86 -5.27
H -4.45 4.37 -3.88
H -4.83 6.82 -3.96
H -6.63 7.75 -5.40
H -8.02 6.24 -6.78
H -7.62 3.79 -6.72
C 2.21 10.63 -0.16
C 1.12 9.76 -0.16
C 0.17 9.83 -1.19
C 0.33 10.76 -2.22
C 1.42 11.62 -2.22
C 2.36 11.56 -1.19
H 2.94 10.58 0.64
H 1.00 9.04 0.64
H -0.68 9.16 -1.18
H -0.41 10.81 -3.02
H 1.55 12.34 -3.03
H 3.21 12.23 -1.19
C 5.49 -8.41 -1.84
C 4.56 -7.41 -2.13
C 3.34 -7.75 -2.72
C 3.04 -9.08 -3.00
C 3.97 -10.08 -2.70
C 5.20 -9.74 -2.13
H 6.45 -8.14 -1.39
H 4.79 -6.37 -1.91
H 2.61 -6.97 -2.95
H 2.09 -9.34 -3.44
H 3.75 -11.12 -2.92
H 5.93 -10.51 -1.91
C 8.49 -6.59 2.94
C 7.56 -5.60 2.65
C 6.34 -5.93 2.07
C 6.04 -7.27 1.79
C 6.97 -8.26 2.09
C 8.20 -7.93 2.66
H 9.45 -6.33 3.39
H 7.79 -4.56 2.88
H 5.61 -5.16 1.84
H 5.09 -7.53 1.34
H 6.75 -9.30 1.87
H 8.93 -8.70 2.88
C 5.26 0.51 -2.21
C 5.30 -0.89 -2.25
C 4.91 -1.63 -1.14
C 4.48 -0.98 0.02
C 4.44 0.41 0.06
C 4.83 1.16 -1.05
H 5.56 1.09 -3.08
H 5.63 -1.39 -3.16
H 4.95 -2.72 -1.17
H 4.17 -1.56 0.88
H 4.10 0.92 0.96
H 4.80 2.24 -1.02
C 6.71 -14.55 -1.69
C 5.62 -15.42 -1.69
C 4.67 -15.35 -2.71
C 4.83 -14.42 -3.74
C 5.92 -13.56 -3.75
C 6.86 -13.62 -2.72
H 7.44 -14.60 -0.89
H 5.50 -16.14 -0.89
H 3.82 -16.02 -2.71
H 4.09 -14.37 -4.55
H 6.05 -12.84 -4.55
H 7.71 -12.95 -2.72